A molecular structure, C27H19BF5N10O5SSc at a distorted geometry, computed with wB97M-V/def2-TZVPD.

Computed properties:
Charge: -1
Relative energy (zero: lowest compared OMol25 entry of this formula, charge and spin), kcal/mol: 16.7
⟨S²⟩: 0.793
Spin multiplicity: 2
LUMO level (spin up / spin down), Eh: 0.085 / -0.009
Orbital gap (spin up / spin down), eV: 8.14 / 5.59

Positions of all 69 atoms, in Å:
Sc -0.781 -0.463 0.150
C -1.896 3.626 1.591
C -2.135 2.265 1.363
N -0.999 1.634 1.125
N -0.008 2.547 1.201
C -0.529 3.756 1.472
B 1.471 2.126 1.000
N 1.775 0.917 1.917
C 2.735 0.736 2.844
C 2.502 -0.471 3.468
C 1.354 -0.975 2.840
N 0.937 -0.140 1.903
N 1.697 1.687 -0.467
C 2.459 2.144 -1.472
C 2.277 1.324 -2.567
C 1.360 0.367 -2.132
N 1.012 0.590 -0.874
N 2.351 3.297 1.467
C 2.333 3.807 2.718
C 3.203 4.870 2.766
C 3.716 4.939 1.460
N 3.203 4.000 0.686
H -2.610 4.400 1.800
H -3.059 1.709 1.329
H 0.104 4.623 1.551
H 3.499 1.476 2.999
H 3.072 -0.912 4.266
H 0.811 -1.890 2.995
H 3.072 3.012 -1.322
H 2.737 1.415 -3.534
H 0.928 -0.470 -2.654
H 1.696 3.378 3.472
H 3.426 5.496 3.611
H 4.437 5.630 1.053
O -1.004 -1.844 -1.469
C -1.187 -3.067 -1.624
C -2.335 -3.520 -2.380
C -2.601 -4.844 -2.503
C -1.742 -5.796 -1.909
C -0.610 -5.407 -1.216
C -0.292 -4.069 -1.052
C 0.899 -3.655 -0.347
N 1.499 -2.486 -0.453
C 2.580 -2.544 0.373
C 2.634 -3.758 1.000
N 1.565 -4.468 0.520
H -2.975 -2.743 -2.765
H -3.482 -5.177 -3.034
H -1.965 -6.850 -2.010
H 0.043 -6.171 -0.813
H 3.233 -1.698 0.506
H 3.298 -4.158 1.743
H 1.222 -5.339 0.884
O -2.699 -3.372 0.653
S -2.277 -2.307 1.547
O -2.703 -2.416 2.913
O -0.746 -2.165 1.434
O -2.649 -0.943 0.936
F -0.745 2.797 -1.489
C -1.819 2.100 -1.950
C -2.096 0.826 -1.498
C -3.243 0.297 -2.053
F -3.653 -0.965 -1.770
C -4.061 0.948 -2.967
F -5.166 0.365 -3.477
C -3.729 2.225 -3.374
F -4.499 2.885 -4.262
C -2.589 2.812 -2.860
F -2.257 4.057 -3.256

Forces on atoms 1 to 3 (eV/Å):
0.256 0.725 0.684
0.018 -0.076 -0.007
-0.019 0.111 -0.020